(1)
Here is a structure of composition C20H21N7S3Zr from the OMol25 dataset. Energies are from ωB97M-V/def2-TZVPD.

Last column: Löwdin charge in e.
Atoms and positions in Å:
Zr1 0.9637 0.0913 -0.7940  1.416
S1 0.5086 -1.2704 -2.8708  0.627
S2 2.7767 1.5303 0.2697  0.643
S3 -1.9057 -2.9072 -1.9387  1.145
N1 0.7972 -0.0539 1.3466  -0.231
N2 0.1274 1.9286 -1.7368  -0.129
N3 1.7380 -2.0233 0.1045  -0.006
N4 -0.9008 2.7525 -1.4262  0.072
N5 0.4755 1.2494 1.7050  0.016
N6 1.3370 3.3650 1.5769  0.127
N7 -1.0150 -0.8264 -0.7301  -0.159
C1 -3.5673 -1.3149 1.9081  -0.048
C2 1.0304 -0.8727 3.6334  0.028
C3 -2.6822 -2.4218 -0.4504  -0.433
C4 1.8779 -3.3737 2.0841  0.035
C5 -2.4992 -0.7199 1.2650  -0.021
C6 -2.0599 -1.2888 0.0736  -0.300
C7 2.4280 -4.4192 1.3456  0.007
C8 1.4204 2.0699 1.2785  -0.835
C9 0.8360 2.5686 -2.6853  -0.327
C10 2.2618 -3.0360 -0.5887  -0.105
C11 0.2485 3.7951 -2.9670  0.060
C12 -0.8284 -1.5908 -1.8018  -1.084
C13 -0.8728 3.8791 -2.1517  -0.249
C14 1.0652 -1.0016 2.1564  -0.230
C15 2.6279 -4.2437 -0.0068  0.000
C16 -1.8921 4.9516 -2.0035  0.012
C17 1.5556 -2.2015 1.4390  -0.194
C18 -3.7633 -3.0147 0.1919  -0.053
C19 2.0331 1.9276 -3.3056  -0.036
C20 -4.1927 -2.4489 1.3774  -0.046
H1 -3.9342 -0.8928 2.8337  0.118
H2 0.6631 3.6811 2.2570  0.126
H3 0.4168 -0.0232 3.9222  0.090
H4 3.0623 -5.0213 -0.6184  0.129
H5 0.6480 -1.7787 4.1000  0.096
H6 2.0684 3.9910 1.2862  0.108
H7 0.5800 4.5273 -3.6830  0.136
H8 -2.0656 5.4332 -2.9631  0.100
H9 -2.8397 4.5604 -1.6362  0.092
H10 2.7821 2.6720 -3.5683  0.107
H11 2.6965 -5.3480 1.8303  0.133
H12 -4.2515 -3.8876 -0.2191  0.124
H13 -5.0301 -2.8890 1.9008  0.122
H14 2.3890 -2.8818 -1.6509  0.084
H15 -2.0185 0.1656 1.6634  0.098
H16 2.0455 -0.7072 4.0049  0.120
H17 1.7163 -3.4754 3.1472  0.126
H18 -1.5977 2.4729 -0.7546  0.173
H19 -1.5409 5.7130 -1.3060  0.100
H20 2.5287 1.2163 -2.6311  0.022
H21 1.7522 1.3926 -4.2136  0.096

Calculated values
Net charge = +2

(2)
Here is a structure of composition C21H28Cl30N3OS2 from the OMol25 dataset. Energies are from ωB97M-V/def2-TZVPD.

Last column: Löwdin charge in e.
Atoms and positions in Å:
Cl1 6.5634 -7.4529 -0.2123  0.522
Cl2 2.6359 -5.2243 -3.9559  0.476
Cl3 -3.5286 6.0590 -3.3173  0.524
Cl4 8.7780 4.5523 2.9847  0.522
Cl5 5.9959 -2.9597 1.9584  0.575
Cl6 -5.4110 8.0710 -0.7369  0.548
Cl7 -3.1556 -3.7580 7.2390  0.511
Cl8 -4.7713 5.5985 0.6634  0.606
Cl9 7.8549 -1.1381 3.2659  0.509
Cl10 -0.6346 5.7772 -3.1481  0.553
Cl11 -1.8518 -1.8647 3.9685  0.564
Cl12 1.0850 -6.6905 -5.9381  0.516
Cl13 -4.0183 -1.3038 2.1044  0.689
Cl14 -7.1987 7.0638 1.3303  0.564
Cl15 -10.0469 5.4053 -0.6920  0.528
Cl16 -0.4809 -3.4930 8.3613  0.530
Cl17 5.2221 -5.6794 -2.0936  0.484
Cl18 0.4761 -1.5816 -4.6396  0.559
Cl19 -3.3065 -4.0595 2.7234  0.549
Cl20 2.0805 0.7951 -4.1290  0.574
Cl21 7.5548 2.8544 5.0107  0.514
Cl22 -7.8233 3.5545 -1.0293  0.496
Cl23 3.8906 -6.0885 -6.4382  0.525
Cl24 -2.3489 -1.2629 8.5068  0.518
Cl25 -2.3402 3.4233 -2.9639  0.513
Cl26 -8.7780 5.1128 -3.2973  0.536
Cl27 8.6273 -2.4871 0.8027  0.536
Cl28 7.5656 2.0164 2.2212  0.503
Cl29 -0.8222 0.9262 -3.9257  0.518
Cl30 8.0927 -5.4416 -1.6614  0.511
S1 -0.4240 -2.4397 -0.0371  0.785
S2 0.5256 0.5912 0.3153  0.663
O1 4.7181 0.4521 0.3591  -0.224
N1 -4.1065 1.7959 -0.5694  0.123
N2 2.3138 -1.4779 0.0291  -0.245
N3 -5.4952 1.7050 1.5571  0.051
C1 -8.5239 5.0985 -1.5439  -1.551
C2 0.8533 -1.0735 0.0931  -0.898
C3 3.0237 -1.2517 1.3454  -0.170
C4 7.2858 -1.7704 1.7115  -1.512
C5 8.4549 2.8834 3.4848  -1.535
C6 2.6836 -6.4825 -5.2025  -1.532
C7 0.5465 0.1839 -4.7715  -1.473
C8 -1.6180 -2.1465 -1.4689  -0.443
C9 -2.1414 5.0241 -3.6972  -1.496
C10 -2.3611 -0.7148 -1.1763  -0.302
C11 3.8035 0.1841 1.4796  -0.192
C12 -3.4228 -2.4082 3.3554  -1.450
C13 3.8341 0.5325 -0.8263  -0.194
C14 3.0401 -0.8653 -1.1478  -0.171
C15 -4.0254 -0.7946 -1.2778  -0.127
C16 -5.4662 0.2517 1.1382  -0.155
C17 -1.8079 -2.6491 7.5449  -1.558
C18 -4.7092 2.6019 0.5834  0.002
C19 -5.5125 7.2017 0.8037  -1.465
C20 -4.5638 0.3862 -0.2238  -0.138
C21 6.5339 -5.8250 -0.9115  -1.536
H1 -4.3676 -0.4906 -2.3734  0.131
H2 -4.3930 -1.8675 -0.9897  0.117
H3 2.9702 -7.4253 -4.7294  0.022
H4 3.8084 -1.6698 -1.5458  0.143
H5 -2.0899 4.9019 -4.7821  0.029
H6 -4.5024 3.7535 0.6185  -0.050
H7 4.5600 0.7431 -1.7495  0.142
H8 -5.9711 2.0953 2.4136  0.169
H9 6.8807 -0.9389 1.1291  -0.004
H10 -1.8926 0.0814 -1.8945  0.020
H11 -2.1470 -0.4521 -0.0323  0.054
H12 0.4846 0.4529 -5.8291  0.026
H13 4.4620 0.1729 2.4701  0.140
H14 -3.5331 2.0990 -1.3875  0.055
H15 -5.9051 -0.7226 1.6147  0.085
H16 3.7665 -2.1236 1.5888  0.047
H17 -1.4413 -2.2794 6.5839  -0.051
H18 6.3533 -5.1078 -0.1066  -0.027
H19 3.0956 1.4556 -0.7764  0.109
H20 2.2307 -0.6992 -2.0079  0.071
H21 2.1968 -1.2669 2.2062  0.139
H22 -4.1353 -2.4061 4.1842  0.022
H23 9.4121 2.3791 3.6400  0.021
H24 -4.9619 7.7709 1.5571  0.030
H25 3.0815 1.1154 1.5979  0.111
H26 -7.8212 5.8967 -1.2912  -0.031
H27 -2.4225 -3.0235 -1.5033  0.108
H28 -1.0632 -2.1622 -2.5144  0.040

Calculated values
Net charge = +1

(3)
Here is a structure of composition C42H62N4OP3SiZn from the OMol25 dataset. Energies are from ωB97M-V/def2-TZVPD.

Last column: Löwdin charge in e.
Atoms and positions in Å:
Zn1 1.5662 -0.3987 0.3932  0.266
P1 1.9077 -2.4051 -1.0422  1.038
P2 1.0196 -1.0289 2.8892  1.037
P3 -1.6005 2.4290 -2.1967  1.082
Si1 -0.8091 -0.7619 0.0372  0.660
O1 1.9096 1.4512 -0.5166  -0.155
N1 2.0370 3.7666 -0.4392  -0.049
N2 0.3397 2.5601 0.8010  0.185
N3 4.6095 -0.6466 1.3910  0.223
N4 -1.1693 3.8224 2.1074  0.168
C1 1.7295 0.3850 3.8418  -0.541
C2 1.3586 -2.6060 3.8448  -0.546
C3 -0.1315 3.7564 1.1869  -0.344
C4 -3.3803 -1.0886 -1.0139  -0.106
C5 3.0785 3.7426 -1.4617  -0.032
C6 0.7796 1.2949 4.6613  -0.093
C7 -2.9144 -0.4514 4.2013  -0.077
C8 -1.5083 -0.4178 1.8439  -0.301
C9 0.5014 5.0002 0.8396  -0.019
C10 1.1498 -0.8528 -3.2904  -0.124
C11 -3.1673 0.4487 -3.2972  -0.151
C12 -2.6097 5.0077 -1.5648  -0.112
C13 -4.1480 -0.4928 -3.1994  -0.092
C14 -0.6789 -2.6524 -0.1466  -0.318
C15 -0.2971 3.9830 -4.0202  -0.164
C16 -3.4042 0.2078 3.0701  -0.084
C17 1.3624 -2.5806 5.3978  -0.098
C18 1.3782 2.5282 -0.0401  -0.432
C19 -4.2776 -1.2493 -2.0609  -0.076
C20 3.2772 -3.5482 -0.5985  -0.546
C21 -2.5709 3.4005 -4.8484  -0.114
C22 1.6065 4.9745 0.0498  -0.038
C23 -0.8267 -0.8066 3.0475  -0.342
C24 0.1590 -4.5810 -1.3190  -0.095
C25 -2.2956 0.7035 -2.2628  -0.351
C26 -1.5818 -0.8764 4.2292  -0.096
C27 -1.3633 2.9167 -4.0387  -0.532
C28 -0.8451 -5.3510 -0.7443  -0.087
C29 -2.2221 -0.2428 -1.1209  -0.248
C30 -2.7079 0.2666 1.8561  -0.136
C31 -2.9596 3.4862 -1.5393  -0.535
C32 0.3400 -3.3140 -0.8873  -0.381
C33 -1.6841 -3.4232 0.4119  -0.106
C34 3.0855 0.0553 4.5218  -0.103
C35 -4.3697 3.1398 -2.1417  -0.096
C36 1.9029 -2.1452 -2.9197  -0.489
C37 3.3639 -2.0099 -3.4589  -0.109
C38 3.4594 -0.6643 1.2525  -0.089
C39 -1.7795 -4.8179 0.0778  -0.061
C40 0.4411 -3.6990 3.3499  -0.142
C41 3.1809 -3.9999 0.8506  -0.119
C42 3.4229 -4.7934 -1.5162  -0.113
H1 -4.7449 2.2892 -1.5865  0.070
H2 2.9370 -0.3286 5.5286  0.060
H3 3.1620 -4.5592 -2.5462  0.047
H4 -2.9971 5.3902 -2.5230  0.074
H5 3.9495 -2.9192 -3.3891  0.050
H6 0.3728 -2.6241 5.8761  0.068
H7 2.4179 -2.8814 3.5615  0.097
H8 3.0554 2.7011 -1.8460  0.085
H9 1.7890 -1.6673 5.7929  0.028
H10 1.6647 0.0544 -2.9492  0.067
H11 -1.5469 5.2220 -1.5161  0.040
H12 0.1707 5.9517 1.3769  0.141
H13 0.6431 3.6725 -3.5336  0.053
H14 0.9690 -0.7238 -4.3505  0.077
H15 -0.0295 4.1538 -5.0696  0.079
H16 3.8684 -1.2042 -2.9072  0.076
H17 -2.4261 -3.0435 1.1717  0.123
H18 0.8945 -4.9902 -2.0932  0.126
H19 4.1834 -2.9628 -0.7885  0.095
H20 -3.0357 3.1549 -0.4684  0.086
H21 -0.9454 2.0658 -4.5459  0.093
H22 -1.6074 2.8861 2.2340  0.108
H23 2.7688 -5.6104 -1.2691  0.061
H24 1.2839 2.2210 5.0268  0.091
H25 -4.3757 2.8918 -3.1844  0.038
H26 2.5469 -4.9087 0.9199  0.093
H27 0.3483 0.7896 5.5402  0.077
H28 -1.6937 4.6778 2.1578  0.101
H29 2.8033 4.3968 -2.3476  0.110
H30 0.1328 -0.8341 -2.8134  0.060
H31 -3.0912 0.9680 -4.2488  0.086
H32 -5.0075 3.9959 -1.9674  0.075
H33 4.4825 -5.0807 -1.5387  0.091
H34 -5.0391 -2.0302 -1.9665  0.114
H35 -4.7185 -0.7280 -4.1027  0.117
H36 -4.3486 0.7767 3.1074  0.110
H37 -0.6359 -3.6037 3.7234  0.103
H38 -3.6165 -1.6150 -0.1060  0.086
H39 -0.0381 1.6171 3.9937  0.061
H40 -0.8601 -6.4006 -0.9538  0.104
H41 5.5905 -0.4914 1.3428  0.114
H42 4.1554 -4.1644 1.3375  0.091
H43 -3.0921 5.5162 -0.7576  0.061
H44 1.9711 -3.4974 5.7569  0.116
H45 -3.1537 4.1401 -4.2756  0.061
H46 3.3067 -1.6769 -4.5179  0.090
H47 3.6986 -0.6432 3.8908  0.061
H48 -3.0637 0.8144 0.9912  0.088
H49 -0.6859 4.9203 -3.5881  0.070
H50 -2.2648 3.8644 -5.8095  0.092
H51 1.8909 1.0305 2.9662  0.061
H52 4.0765 3.9648 -0.9879  0.112
H53 1.3606 -2.9905 -3.3627  0.105
H54 2.2004 5.8362 -0.2778  0.144
H55 -1.1409 -1.2675 5.1187  0.083
H56 0.3733 -3.7192 2.2250  0.063
H57 3.6046 1.0009 4.5611  0.073
H58 -2.6429 -5.3481 0.5057  0.115
H59 2.6003 -3.1745 1.3710  0.025
H60 -3.2826 2.6386 -5.0880  0.045
H61 0.7557 -4.6841 3.6854  0.079
H62 -3.6079 -0.6515 5.0450  0.116

Calculated values
Net charge = +1

Asked for gap between HOMO and LUMO across the records above, the calculation gives 7.3; 6.6; 6.5 eV in order.
Asked for strongest force on any atom across the records above, the calculation gives 0.35; 9.38; 2.89 eV Å⁻¹ in order.